# C42H31O19PS2

A structure of composition C42H31O19PS2 at a distorted geometry (ωB97M-V/def2-TZVPD, the Open Molecules 2025 dataset).

```
95
Properties=species:S:1:pos:R:3:lowdin_charge:R:1
C -6.2229 -1.9649 -5.7981 0.03
H 11.7306 -0.2698 2.5794 0.12
H -5.5909 4.6851 7.7349 0.12
O 0.1170 -5.1361 -1.7793 0.10
C 6.4657 -0.0808 3.3621 -0.36
H 0.5799 -0.9370 -0.3175 0.09
H -5.4145 2.0450 -3.9598 0.13
C 5.8908 0.5047 4.5893 0.03
C -4.8865 4.5904 6.9171 0.02
H -1.5316 0.1276 -4.4326 0.12
H -5.5213 -3.0511 2.9950 0.12
H -4.5872 3.2151 -1.9220 0.13
P 0.0884 1.8713 0.5626 0.94
C -3.1724 5.7006 5.4357 0.03
C -4.4058 1.9127 -3.5872 0.03
C 0.2883 -3.9436 -1.9915 -0.39
C -7.0632 -2.9739 -6.4727 -0.38
H -5.1633 -5.7557 -5.7068 0.12
H 9.2646 -0.5590 2.3754 0.09
C 9.9303 -0.6618 1.5269 0.03
H -6.5613 -0.9373 -5.8549 0.12
O 1.2405 1.0157 1.6096 -0.31
O 1.1023 2.4745 -0.7405 -0.32
C 0.6871 -1.1453 -2.4909 -0.36
C 5.8456 0.2932 2.0755 0.04
O 0.8583 0.0472 -2.7031 0.06
O -3.9400 0.4245 -5.3538 0.08
H -5.2382 2.5343 6.5282 0.12
H 4.3396 1.4150 1.0869 0.12
C -4.8556 -3.2577 2.1660 0.02
O 13.3530 -0.5057 0.5671 0.10
O -2.1788 2.9182 -1.0008 -0.08
O 7.4194 -0.8456 3.4092 0.09
H 6.2789 -0.1457 1.1850 0.10
C -3.9620 2.5403 -2.4939 0.04
H 1.8762 1.7671 1.8848 0.03
H 4.4170 1.7807 5.4271 0.12
C 12.1424 -0.6500 0.4664 -0.38
C -4.1384 5.8080 6.5470 -0.39
C -4.6972 3.4364 6.2699 0.02
C -3.8542 -4.9722 0.6092 0.03
C -3.5353 0.9979 -4.3518 -0.37
H -2.4902 -4.2161 -0.8296 0.11
C 4.8051 1.1304 2.0229 0.03
H -2.2787 4.4519 3.9707 0.10
H 0.2353 -3.3658 0.1168 0.13
C 11.5137 -0.9735 -0.8294 0.02
H -4.4776 -1.5849 -4.6527 0.09
C 10.1907 -1.1288 -0.9388 0.02
O -3.6370 -4.0359 -4.5002 0.09
C 0.3488 -2.9685 -0.8847 0.02
H 12.1794 -1.0763 -1.6780 0.12
C -4.7551 -4.6673 1.7382 -0.38
O -2.6184 -1.7191 -0.1327 0.09
C -2.5835 2.3449 -2.0027 -0.33
C -4.6614 -3.7191 -5.0890 -0.38
C 4.8503 1.3419 4.5367 0.03
C -5.5017 -4.7281 -5.7635 0.02
C -1.7130 1.4300 -2.7673 0.04
O -5.3931 -5.5481 2.2982 0.10
O -3.5571 2.2720 4.5680 0.09
O -8.0876 -2.6571 -7.0614 0.10
H 6.3563 0.2200 5.5252 0.12
C 0.4416 -3.4234 -3.3647 0.03
C -5.1049 -2.3123 -5.1532 0.02
H -2.6314 6.6028 5.1773 0.13
O -0.1857 5.2050 -0.3718 -0.78
H -4.2195 -1.2565 1.8587 0.12
C -3.2564 -2.5999 0.4272 -0.38
O -4.3124 6.8651 7.1376 0.09
C -2.1568 0.8024 -3.8607 0.05
C -3.1559 -4.0095 -0.0005 0.03
C 0.5337 -1.6655 -1.1177 0.03
C 11.2533 -0.5065 1.6363 0.03
C 9.3015 -0.9853 0.2310 -0.37
C -2.9831 4.5467 4.7884 0.03
C -3.7312 3.3291 5.1586 -0.38
O 8.0909 -1.1296 0.1304 0.09
H -3.7920 -6.0107 0.3067 0.13
O 3.2765 2.4806 3.2030 0.08
C 0.6266 -2.1204 -3.5976 0.02
H 9.7134 -1.3655 -1.8819 0.12
S 0.7930 6.1351 0.6698 0.75
O -1.7024 5.4846 1.7132 -0.50
H -7.2470 -5.1081 -6.9090 0.12
H -0.7043 1.2977 -2.3947 0.07
C -4.1573 -2.2950 1.5562 0.03
H 0.5320 2.6473 -1.5460 0.05
S -1.2709 4.3907 0.6609 0.90
H 0.3955 -4.1519 -4.1649 0.13
C 4.2302 1.7159 3.2500 -0.37
C -6.6196 -4.3807 -6.4084 0.02
H 0.7400 -1.7231 -4.5992 0.12
O -0.5236 3.1546 1.5679 -0.56
H 1.7057 5.2711 1.2972 -0.10
```

Properties
* HOMO energy: -9.352 eV
* HOMO-LUMO gap: 7.1488 eV

=====

# C42H33N3OPRh

A structure of composition C42H33N3OPRh (ωB97M-V/def2-TZVPD, the Open Molecules 2025 dataset).

```
81
Properties=species:S:1:pos:R:3:lowdin_charge:R:1
H 3.7360 -3.4691 -1.8122 0.11
C -0.2436 -4.7477 -1.4456 -0.05
H 0.8257 0.6160 3.8761 0.13
C 4.1686 -1.8033 -0.5129 -0.28
C -1.3193 -1.9476 4.3532 0.04
C -1.7579 -2.0769 3.0224 -0.12
C -2.5553 -2.2204 0.3100 -0.12
O 2.1390 -0.5565 0.8651 -0.44
C 0.1138 -0.1683 3.6494 -0.09
N -0.8557 2.2101 0.5665 0.03
C 3.2666 2.1609 -2.2436 -0.05
C -3.7846 2.6200 -1.6859 -0.05
H 0.6280 3.8532 -3.4898 0.12
C -1.1789 -1.2272 2.0791 -0.15
C 1.2278 1.5038 -1.1180 -0.20
C -2.2608 -1.4398 -1.9388 -0.01
C -1.6470 2.4075 -0.6351 -0.25
H -3.7013 -2.9161 -1.3801 0.14
C 1.1809 3.1465 -2.8834 -0.02
H -3.5084 2.3953 0.4325 0.12
H 1.4706 -1.8853 -2.0195 0.12
H 4.9246 -0.1554 0.6590 0.12
P 2.7413 -1.9326 0.5597 0.86
H 4.3382 2.0616 -2.3593 0.11
C -1.2433 -0.5987 -1.4869 -0.08
C -3.0260 2.4636 -0.5365 -0.02
H 1.3942 -4.3639 1.4913 0.11
H -3.9308 -3.7536 0.9974 0.13
C -2.9173 -2.2473 -1.0470 0.04
C 3.3369 -2.6496 2.0829 -0.29
H 3.0612 3.6501 -3.7732 0.12
C 3.2964 -1.9093 3.2604 -0.07
C 1.5444 -3.0313 -0.1925 -0.28
C 1.1025 -2.7582 -1.4913 -0.10
H -3.2195 -3.6552 3.3364 0.13
C 0.2154 -3.6188 -2.1156 -0.07
C 2.6070 1.3969 -1.2856 -0.09
H -0.6887 0.0244 -2.1689 0.12
H 6.9950 0.0663 -0.6515 0.12
N -0.2717 -0.2801 2.3921 0.02
H 7.4330 -1.4650 -2.5427 0.12
H -0.1952 -5.8823 0.3741 0.12
C 2.5540 3.0408 -3.0377 -0.05
H -2.5039 -1.4456 -2.9915 0.13
C -3.1588 -3.0615 1.3076 0.01
H -0.1019 -3.4238 -3.1316 0.12
H -4.8626 2.6680 -1.6193 0.12
C 4.4284 -4.4504 3.2452 -0.05
N -0.9136 -0.5279 -0.2042 0.02
H 4.8785 -5.4337 3.2402 0.12
C 0.1632 -5.0031 -0.1444 -0.05
H -0.0274 -0.8687 5.6769 0.12
C -0.3790 -0.9996 4.6635 -0.01
C 6.2717 -0.6946 -0.9118 -0.05
C -0.9821 2.5010 -1.8541 -0.16
Rh 0.4971 0.6701 0.5305 1.16
H -1.2793 2.7289 -3.9613 0.12
H -1.7345 -2.5871 5.1220 0.14
H -1.4802 2.0901 1.3610 0.12
C 3.9198 -3.9181 2.0737 -0.08
C -2.7669 -3.0064 2.5977 0.01
C 3.8164 -2.4446 4.4309 -0.06
H 5.8069 -3.2308 -3.1097 0.12
H 4.7817 -4.1292 5.3353 0.12
C 4.3738 -3.7140 4.4234 -0.05
H 2.8866 -0.9096 3.2477 0.09
C 5.1065 -0.8193 -0.1792 -0.09
H 3.9824 -4.4874 1.1529 0.12
C 1.0549 -4.1458 0.4862 -0.06
C 0.4975 2.3840 -1.9365 -0.20
C -1.5542 -1.3282 0.6985 -0.12
C 5.6046 -2.5500 -2.2941 -0.05
C 6.5180 -1.5590 -1.9733 -0.05
H -0.2996 3.0457 0.7559 0.14
H 3.1793 0.7196 -0.6764 0.05
H -0.9154 -5.4341 -1.9449 0.12
H 3.8015 -1.8654 5.3448 0.11
H -3.7321 2.8520 -3.8189 0.12
C -1.7651 2.6676 -2.9961 -0.01
C -3.1483 2.7257 -2.9175 -0.04
C 4.4300 -2.6782 -1.5649 -0.06
```

Properties
* HOMO energy: -13.530 eV
* HOMO-LUMO gap: 7.0995 eV
* ΔE to the lowest compared entry with this formula, charge and spin: 49.5 kJ/mol
* charge: +2